No. 1
This record from OMol25 describes a 2-piece molecular cluster, C6H19N3 overall. The level of theory is the ωB97M-V functional and the def2-TZVPD basis.

Each line ends with the Löwdin charge.
Atoms and positions in Å:
C (0.3495, -0.1297, 1.6076)  -0.0623
C (1.2057, 0.1174, 0.3651)  -0.5712
C (1.9905, -1.1528, 0.0283)  -0.0580
C (2.1952, 1.2503, 0.6559)  -0.0557
C (0.3008, 0.4443, -0.8487)  -0.4479
N (-0.7321, 1.4137, -0.4939)  0.0435
N (1.1162, 0.8067, -1.9979)  0.0559
H (-0.1769, 0.7725, 1.9021)  0.0766
H (0.9857, -0.4439, 2.4321)  0.0838
H (-0.3887, -0.9037, 1.4242)  0.0643
H (1.3180, -2.0020, -0.0620)  0.0807
H (2.7136, -1.3678, 0.8112)  0.0823
H (2.5165, -1.0248, -0.9139)  0.0741
H (1.6813, 2.1971, 0.8134)  0.0757
H (2.7510, 1.0218, 1.5620)  0.0848
H (2.9081, 1.3625, -0.1569)  0.0760
H (-0.2295, -0.4761, -1.1249)  0.1339
H (-0.3129, 2.2740, -0.1548)  0.0732
H (-1.2896, 1.6438, -1.3109)  0.0809
H (1.5515, 1.7123, -1.8610)  0.0678
H (0.5526, 0.8522, -2.8396)  0.0720
C (-3.0167, -1.6715, -0.2919)  -0.2086
N (-2.8549, -0.6647, 0.7415)  -0.0681
H (-3.4239, -1.2919, -1.2404)  0.0630
H (-2.0467, -2.1236, -0.4958)  0.0548
H (-3.6832, -2.4504, 0.0752)  0.0644
H (-2.2297, 0.0695, 0.4239)  0.0053
H (-3.7512, -0.2353, 0.9502)  0.0587

Its total energy is -11000.733 eV. The calculation puts the frontier orbital gap at 9.60 eV. The SMILES is CC(C)(C)C(N)N.CN. The value obtained for the relative energy (zero: lowest compared OMol25 entry of this formula, charge and spin) is 0.0 kcal per mole. The value obtained for the lowest unoccupied orbital energy is 0.8 eV.



No. 2
This record from OMol25 describes C24H23IN5O2PmS as an isolated structure in a non-equilibrium geometry. The level of theory is the ωB97M-V functional and the def2-TZVPD basis.

Each line ends with the Mulliken spin population.
Atoms and positions in Å:
Pm (-0.1048, -0.1391, -0.3825)  4.0430
C (-4.3883, -0.2649, 1.0476)  0.0000
C (-3.9135, 1.1208, 0.7447)  -0.0015
N (-4.6427, 2.1201, 1.1610)  0.0003
C (-4.3115, 3.3718, 0.8609)  0.0012
C (-3.1563, 3.7146, 0.1891)  0.0024
C (-2.8415, 5.1793, -0.0442)  -0.0002
O (-2.3527, 5.4718, -1.3349)  0.0000
C (-2.2686, 2.6680, -0.1928)  0.0095
C (-0.9836, 3.0290, -0.6902)  -0.0101
N (0.0573, 2.2428, -0.7822)  -0.0092
C (1.3024, 2.8448, -1.0582)  0.0009
C (1.6683, 4.0646, -0.4721)  -0.0018
C (2.9279, 4.6014, -0.6560)  0.0000
C (3.8639, 3.9446, -1.4385)  -0.0003
C (3.5279, 2.7518, -2.0597)  0.0004
C (2.2658, 2.2291, -1.8591)  -0.0022
I (1.7407, 0.3567, -2.8477)  -0.0060
C (-2.7046, 1.3155, 0.0002)  -0.0066
O (-2.0777, 0.2953, -0.5036)  -0.0028
H (-4.7616, -0.3094, 2.0663)  0.0002
H (-3.5995, -1.0010, 0.8843)  -0.0003
H (-5.2254, -0.4926, 0.3900)  -0.0001
H (-5.0178, 4.1189, 1.1957)  -0.0002
H (-2.0528, 5.4946, 0.6538)  0.0001
H (-3.7390, 5.7674, 0.1740)  -0.0001
H (-3.0841, 5.6050, -1.9485)  0.0000
H (-0.8783, 4.0746, -0.9756)  -0.0003
H (0.9456, 4.5654, 0.1554)  -0.0001
H (3.1834, 5.5349, -0.1817)  0.0000
H (4.8566, 4.3453, -1.5568)  0.0000
H (4.2432, 2.2407, -2.6825)  0.0000
S (0.7686, -2.8486, -0.0102)  -0.0059
C (-0.3445, -3.2044, -1.2093)  0.0010
N (-0.6173, -4.5002, -1.5484)  -0.0003
C (-1.4801, -4.8086, -2.5320)  0.0005
C (-2.1083, -3.7943, -3.2116)  -0.0001
C (-1.8207, -2.4742, -2.8221)  0.0001
N (-0.9698, -2.1855, -1.8555)  -0.0034
H (-0.1354, -5.2293, -1.0262)  -0.0002
H (-1.6444, -5.8566, -2.7445)  0.0000
H (-2.7994, -3.9991, -4.0123)  0.0000
H (-2.3002, -1.6309, -3.3085)  -0.0002
N (-0.6482, -0.6273, 2.1086)  -0.0033
C (-0.4967, 0.7678, 2.4541)  -0.0061
C (0.7136, 1.4034, 2.1375)  0.0026
C (0.8913, 2.7400, 2.4682)  0.0013
C (-0.1329, 3.4507, 3.0796)  -0.0002
C (-1.3247, 2.8184, 3.3969)  -0.0002
C (-1.5069, 1.4778, 3.0938)  -0.0004
H (-1.5954, -0.9305, 2.3525)  0.0000
H (-0.0004, -1.1958, 2.6683)  0.0008
H (1.5596, 0.8174, 1.7338)  -0.0021
H (1.8405, 3.2125, 2.2675)  0.0000
H (0.0181, 4.4839, 3.3497)  0.0000
H (-2.1063, 3.3567, 3.9120)  -0.0001
H (-2.4276, 0.9833, 3.3683)  0.0000

Its total energy is -72286.939 eV. The multiplicity is 5. Its charge is +2. As for the expectation value of S²: 6.00. The calculation puts the frontier orbital gap (spin up / spin down) at 7.11 / 7.13 eV. The value obtained for the relative energy (zero: lowest compared OMol25 entry of this formula, charge and spin) is 0.0 kcal per mole. The value obtained for the lowest unoccupied orbital energy (spin up / spin down) is -6.5 / -6.5 eV.



No. 3
This record from OMol25 describes one molecule with the formula C3H6ClNO2S in a non-equilibrium geometry. The level of theory is the ωB97M-V functional and the def2-TZVPD basis.

Each line ends with the Löwdin charge.
Atoms and positions in Å:
C (-0.1688, -0.8728, -1.4643)  0.0393
C (-0.1960, 0.4791, -1.1315)  -0.1863
N (-0.2352, 1.1168, 0.1579)  -0.3183
C (0.0306, 0.4302, 1.4436)  -0.0673
S (0.2171, 2.7016, 0.2365)  0.3114
O (-0.0405, 3.3712, 1.4446)  -0.2923
O (-0.2381, 3.3503, -0.9597)  -0.3357
Cl (2.2489, 2.5561, -0.0341)  0.3882
H (-0.0808, -1.0800, -2.5742)  0.0800
H (-0.0844, -1.5580, -0.6980)  0.0107
H (-0.2442, 1.2930, -1.9246)  0.1167
H (0.9247, -0.1771, 1.4648)  0.0838
H (0.1790, 1.3973, 2.1606)  0.1304
H (-0.6983, -0.2316, 1.6088)  0.0394

Its total energy is -32148.742 eV. The calculation puts the frontier orbital gap at 9.74 eV. The SMILES is C=CN(C)S(=O)(=O)Cl. The value obtained for the relative energy (zero: lowest compared OMol25 entry of this formula, charge and spin) is 46.3 kcal per mole. The value obtained for the lowest unoccupied orbital energy is 0.2 eV.



No. 4
This record from OMol25 describes one molecule with the formula C4H5NS in a non-equilibrium geometry. The level of theory is the ωB97M-V functional and the def2-TZVPD basis.

Each line ends with the Löwdin charge.
Atoms and positions in Å:
S (2.2715, 0.1286, -0.2109)  0.7336
C (0.6677, 0.3547, 0.7483)  -0.6438
C (-0.1473, -0.8722, 0.4715)  -0.1298
C (-1.1029, -0.4950, -0.3676)  -0.0686
C (-0.9847, 0.9365, -0.5065)  -0.1723
N (-0.0109, 1.4490, 0.1320)  0.0002
H (1.6248, -0.8884, -0.8109)  -0.1403
H (1.0979, 0.8628, 1.6681)  0.1195
H (0.0445, -1.9008, 0.7931)  0.1197
H (-1.8371, -1.0764, -0.7045)  0.0620
H (-1.6236, 1.5012, -1.2125)  0.1198

Its total energy is -16552.436 eV. The calculation puts the frontier orbital gap at 9.31 eV. The SMILES is S[C@@H]1C=CC=N1. The value obtained for the relative energy (zero: lowest compared OMol25 entry of this formula, charge and spin) is 37.6 kcal per mole. The value obtained for the lowest unoccupied orbital energy is 0.1 eV.



No. 5
This record from OMol25 describes one molecule with the formula C23H15FN4O2S in a non-equilibrium geometry. The level of theory is the ωB97M-V functional and the def2-TZVPD basis.

Each line ends with the Löwdin charge.
Atoms and positions in Å:
O (-4.1484, -0.4315, 1.2873)  0.1079
C (-3.2643, -0.8018, 0.5488)  -0.3482
C (-2.8542, -2.1833, 0.3282)  -0.0676
C (-3.4956, -3.2247, 1.0013)  -0.0071
C (-3.0988, -4.5261, 0.7922)  -0.0753
C (-2.0560, -4.8063, -0.0901)  -0.0705
C (-1.4125, -3.7939, -0.7647)  -0.0097
C (-1.8058, -2.4674, -0.5643)  -0.2072
N (-1.1716, -1.4679, -1.2532)  0.0945
C (-1.5315, -0.2567, -1.0449)  -0.5462
S (-0.7667, 1.0368, -1.9670)  1.0566
C (0.5187, 0.0705, -2.8315)  -0.3349
C (1.8371, 0.3139, -2.2196)  -0.4104
N (2.1886, 0.1390, -0.9854)  0.2087
C (3.5052, 0.5179, -0.9773)  -0.2979
C (4.3336, 0.4861, 0.2101)  -0.1684
C (3.7978, 0.0392, 1.4156)  -0.0273
C (4.5889, 0.0059, 2.5484)  -0.0796
C (5.9112, 0.4157, 2.4854)  -0.0861
C (6.4461, 0.8609, 1.2858)  -0.0791
C (5.6639, 0.8981, 0.1481)  -0.0258
N (3.9191, 0.9021, -2.1587)  0.1342
O (2.8417, 0.7776, -2.9762)  0.0405
N (-2.5144, 0.1367, -0.1884)  0.0491
C (-2.8167, 1.5179, -0.0079)  -0.2786
C (-1.8980, 2.3443, 0.6270)  -0.0314
C (-2.1956, 3.6801, 0.8171)  0.0105
C (-3.4174, 4.1594, 0.3786)  -0.2673
F (-3.7109, 5.4599, 0.5642)  0.0661
C (-4.3480, 3.3448, -0.2415)  0.0130
C (-4.0411, 2.0112, -0.4354)  0.0085
H (-4.2981, -2.9768, 1.6794)  0.1199
H (-3.5931, -5.3329, 1.3113)  0.1030
H (-1.7511, -5.8306, -0.2461)  0.1052
H (-0.6047, -3.9965, -1.4499)  0.1123
H (0.5282, 0.3698, -3.8774)  0.0913
H (0.2086, -0.9706, -2.6998)  0.0753
H (2.7669, -0.2783, 1.4441)  0.1068
H (4.1751, -0.3408, 3.4838)  0.1028
H (6.5269, 0.3881, 3.3724)  0.1015
H (7.4771, 1.1791, 1.2406)  0.1030
H (6.0604, 1.2405, -0.7947)  0.1104
H (-0.9571, 1.9414, 0.9693)  0.1237
H (-1.5005, 4.3445, 1.3046)  0.1222
H (-5.2927, 3.7540, -0.5612)  0.1217
H (-4.7505, 1.3507, -0.9084)  0.1298

Its total energy is -47702.913 eV. The calculation puts the frontier orbital gap at 8.97 eV. The SMILES is O=c1c2ccccc2nc(SCc2nc(-c3ccccc3)no2)n1-c1ccc(F)cc1. The value obtained for the lowest unoccupied orbital energy is 0.4 eV.



No. 6
This record from OMol25 describes C5H11NO as an isolated structure in a non-equilibrium geometry. The level of theory is the ωB97M-V functional and the def2-TZVPD basis.

Each line ends with the Löwdin charge.
Atoms and positions in Å:
C (2.2370, -0.2403, -1.4760)  -0.0576
C (1.3485, -0.5407, -0.2826)  -0.3168
C (0.9181, 0.3727, 0.8373)  -0.1212
N (0.0885, 0.1680, -0.2893)  -0.1442
C (-1.1384, -0.4554, -0.0166)  -0.1927
C (-2.2829, 0.5275, 0.2385)  -0.2741
O (-1.9619, 1.3812, 1.3125)  -0.0747
H (1.9600, -0.8786, -2.3294)  0.0757
H (3.2906, -0.4314, -1.2567)  0.0684
H (2.1164, 0.8026, -1.7861)  0.0775
H (1.3456, -1.5879, 0.0321)  0.1321
H (1.3131, 1.3805, 1.0338)  0.1177
H (0.3479, -0.2836, 1.6867)  0.1048
H (-1.3869, -1.1584, -0.8442)  0.1263
H (-0.8236, -0.9743, 1.2834)  0.1741
H (-2.5411, 1.1966, -0.6002)  0.1259
H (-3.1780, -0.0858, 0.4301)  0.1095
H (-1.6530, 0.8073, 2.0269)  0.0693

Its total energy is -8897.776 eV. The calculation puts the frontier orbital gap at 10.34 eV. The value obtained for the relative energy (zero: lowest compared OMol25 entry of this formula, charge and spin) is 90.4 kcal per mole. The value obtained for the lowest unoccupied orbital energy is 1.1 eV.